# 1
This record from the Open Molecules 2025 dataset describes a structure of composition C24H44ClDyF5OP2 at a distorted geometry. The level of theory is ωB97M-V/def2-TZVPD.

## Properties
- ⟨S²⟩ = 9.337
- electronic energy (eV) = -96420.56126
- multiplicity = 6
- charge = -1
- HOMO level (spin up / spin down) (eV) = -3.42 / -3.47

```
78
Properties=species:S:1:pos:R:3:forces:R:3
Dy 0.3603 0.1107 0.5049 0.06 0.06 0.30
Cl -1.1331 -0.3041 -1.6579 -0.51 -0.12 -0.87
P 2.0953 -0.1146 -1.7164 -0.32 0.22 1.22
C 1.7248 0.8858 -3.2569 0.22 -0.80 0.03
C 3.7773 0.4519 -1.0787 -0.52 -0.50 -1.14
C 2.0858 -1.9351 -2.1342 0.22 0.77 -0.79
C 0.9085 2.1565 -2.9779 0.06 0.04 0.07
H 1.0901 0.2058 -3.8526 0.25 0.16 0.13
C 3.0280 1.1742 -4.0000 -0.01 0.17 -0.45
H 3.5501 2.0093 -3.5268 0.07 -0.07 -0.04
H 2.8093 1.4719 -5.0313 0.04 0.07 0.03
H 3.7128 0.3192 -4.0447 -0.18 0.20 0.03
H -0.1420 1.8995 -2.8202 0.22 0.07 0.09
H 0.9849 2.8489 -3.8252 0.02 -0.14 -0.08
H 1.2543 2.6844 -2.0838 -0.16 -0.15 -0.16
H 1.0889 -2.0346 -2.5929 0.25 0.08 0.07
C 2.1526 -2.9137 -0.9528 0.23 -0.08 0.26
C 3.1742 -2.1793 -3.1766 0.14 -0.65 -0.20
H 2.9479 -1.7316 -4.1482 -0.04 0.07 0.15
H 3.3130 -3.2502 -3.3520 0.02 -0.07 -0.03
H 4.1375 -1.7841 -2.8319 -0.07 -0.08 -0.06
H 1.8548 -2.4902 0.0183 -0.05 -0.08 -0.48
H 3.1591 -3.3305 -0.8372 -0.01 0.04 -0.13
H 1.4609 -3.7456 -1.1381 0.17 0.14 0.05
C 3.5123 1.8925 -0.6090 0.09 -0.20 0.47
H 4.5256 0.4749 -1.8809 -0.01 -0.03 0.07
C 4.2376 -0.5505 -0.0094 -0.14 0.39 0.28
H 3.2325 2.5729 -1.4225 0.12 -0.34 0.09
H 4.4087 2.2916 -0.1319 0.01 0.07 0.03
H 2.6858 1.9111 0.1211 0.37 0.14 -0.26
H 3.4456 -0.7144 0.7398 0.27 0.03 -0.15
H 5.1118 -0.1559 0.5141 0.00 0.01 0.06
H 4.5149 -1.5266 -0.4254 -0.14 0.27 -0.07
H 0.2995 1.8763 -0.0666 0.06 2.29 -0.58
H 0.1561 -1.7317 0.6659 -0.28 -2.26 0.53
P -2.4074 0.0351 1.2330 1.34 0.04 0.13
C -3.4680 -1.3855 0.6244 -0.18 0.78 0.02
C -2.4360 -0.0250 3.1166 -0.93 0.04 -1.03
C -3.1051 1.6416 0.5768 -0.64 -0.94 0.13
C -2.6631 -2.6568 0.3237 0.06 0.01 0.09
H -3.8715 -1.0091 -0.3324 0.05 -0.08 0.31
C -4.6046 -1.6360 1.6121 -0.40 -0.29 -0.14
H -4.2382 -2.2053 2.4692 -0.09 0.08 0.02
H -5.3808 -2.2427 1.1333 0.00 -0.03 0.06
H -5.0814 -0.7207 1.9806 0.12 -0.21 -0.09
H -2.0957 -2.5315 -0.6022 -0.02 -0.02 0.25
H -3.3397 -3.5140 0.2188 -0.08 0.11 -0.03
H -1.9473 -2.8872 1.1194 -0.11 0.06 -0.21
H -3.1322 1.4207 -0.5018 -0.05 0.00 0.27
C -2.2397 2.8957 0.7747 0.12 0.17 0.24
C -4.5223 1.7949 1.1216 -0.35 0.56 -0.11
H -5.2214 1.0556 0.7206 0.17 -0.03 0.04
H -4.9319 2.7780 0.8716 -0.05 0.06 -0.01
H -4.5258 1.7151 2.2154 -0.06 0.03 -0.10
H -1.2084 2.6970 1.0974 -0.36 -0.02 -0.25
H -2.6903 3.5756 1.5075 -0.07 -0.10 -0.04
H -2.1557 3.4357 -0.1767 0.01 -0.10 0.22
C -1.7037 -1.3408 3.4466 0.37 0.34 0.22
H -3.4621 -0.0914 3.4990 0.06 0.04 0.03
C -1.8141 1.2810 3.6338 0.34 -0.29 0.10
H -2.2966 -2.2376 3.2319 -0.03 0.35 0.01
H -1.4405 -1.3559 4.5054 -0.01 -0.10 0.02
H -0.7771 -1.4340 2.8551 -0.24 -0.01 0.29
H -0.7992 1.4214 3.2267 -0.29 0.02 0.17
H -1.7368 1.2449 4.7234 0.11 -0.01 0.01
H -2.4078 2.1698 3.3816 0.05 -0.35 -0.07
F 4.6542 0.9357 6.7674 -0.11 -0.09 -0.37
C 3.9072 0.8140 5.6443 -0.45 -0.16 0.41
C 2.5683 0.4073 5.7400 0.77 0.20 -0.07
F 2.0025 0.1402 6.9320 0.35 0.01 -0.20
C 1.8195 0.2671 4.5918 0.41 0.09 -0.33
F 0.5688 -0.1908 4.7245 0.12 0.05 -0.12
C 2.3268 0.6008 3.3132 -0.64 -0.11 -0.62
O 1.5982 0.4483 2.2256 1.01 0.44 1.50
C 3.6382 1.1343 3.2877 -1.03 0.02 -0.40
F 4.0777 1.7668 2.1875 0.12 -0.54 0.03
C 4.4292 1.1447 4.3985 0.79 0.34 0.97
F 5.7143 1.5767 4.3001 -0.65 -0.10 0.17
```
Positions in Å, forces in eV/Å.

Mulliken atomic charge list, values in e, 4 entries: -0.57 -0.53 -0.68 0.93

# 2
This record from the Open Molecules 2025 dataset describes a structure of composition C24H44O3P2SYb at a distorted geometry. The level of theory is ωB97M-V/def2-TZVPD.

## Properties
- energy above the lowest of the compared OMol25 structures with the same formula, charge and spin (kJ/mol) = 0.0
- ⟨S²⟩ = 0.751
- electronic energy (eV) = -92683.27738
- multiplicity = 2
- charge = +1
- HOMO level (spin up / spin down) (eV) = -10.78 / -10.78

```
75
Properties=species:S:1:pos:R:3:forces:R:3
Yb -0.3916 -0.7921 0.2083 1.61 1.91 0.75
C 1.7730 0.0304 1.7545 -0.64 -0.44 -0.23
C 1.0587 1.2505 1.7222 -0.21 -0.52 -0.13
C -0.3274 -0.3549 2.6260 0.41 0.39 -0.91
C 0.9213 -0.9754 2.3044 -0.17 0.89 -0.42
C -0.2388 1.0132 2.2365 -0.11 -0.65 -0.38
C 3.1517 -0.1916 1.2376 0.59 -0.05 0.02
H 3.4445 0.6008 0.5366 -0.06 -0.27 0.10
H 3.2370 -1.1615 0.7270 0.06 0.27 0.05
H 3.9010 -0.1906 2.0437 -0.18 -0.01 -0.16
C 1.2044 -2.4302 2.3706 0.28 -0.55 0.48
H 2.2290 -2.6477 2.0486 -0.29 -0.05 -0.03
H 0.5068 -3.0240 1.7535 0.21 -0.12 0.16
H 1.1131 -2.7900 3.4028 -0.05 -0.12 -0.21
C -1.5743 -1.0676 3.0010 -0.52 -0.27 0.67
H -1.5835 -1.2973 4.0732 -0.12 -0.12 -0.13
H -1.6800 -2.0368 2.4785 -0.10 0.16 0.15
H -2.4687 -0.4581 2.8062 0.21 -0.25 0.00
C -1.3476 2.0039 2.2884 -0.37 0.47 0.26
H -1.4848 2.4156 3.3006 0.01 -0.09 -0.26
H -2.3048 1.5493 1.9946 0.13 0.20 0.07
H -1.1541 2.8534 1.6186 -0.11 -0.24 0.17
C 1.5891 2.5691 1.2788 0.08 0.30 -0.15
H 1.9813 3.1744 2.1092 -0.11 -0.22 -0.13
H 0.8031 3.1567 0.7986 0.08 0.06 0.00
H 2.4008 2.4451 0.5589 -0.03 0.07 0.03
C 1.4128 1.1813 -6.7850 0.65 0.07 0.26
C 2.3389 1.9734 -6.2231 0.00 -0.71 -0.60
C 2.4674 3.4575 -6.3523 -0.27 0.47 0.09
C 1.1664 4.2382 -6.6741 0.49 0.40 -0.27
C 0.0140 3.9826 -5.7440 -0.28 0.20 0.35
C -0.8962 3.0082 -5.8209 -0.21 0.54 -0.17
C -1.0257 1.9858 -6.9106 0.25 -0.43 -0.22
C 0.2779 1.6119 -7.6618 -0.55 -0.13 -0.42
H 3.2008 3.6950 -7.1408 -0.11 -0.10 0.23
H 0.8955 4.0706 -7.7240 0.03 0.23 0.45
H 2.8960 3.8547 -5.4190 -0.08 -0.08 -0.17
H 0.5662 2.4360 -8.3255 -0.07 -0.48 0.17
H 1.5065 0.0928 -6.6881 0.09 0.36 0.24
H 3.1803 1.5048 -5.6982 -0.33 0.02 -0.21
H 0.0322 0.7585 -8.3158 0.05 0.35 0.13
H -1.4613 1.0711 -6.4813 0.07 0.13 -0.09
H -1.7392 3.0068 -5.1165 0.38 0.09 -0.16
H -1.7479 2.3335 -7.6686 0.08 -0.04 0.31
H 1.4202 5.3084 -6.5907 -0.09 -0.35 -0.13
H -0.0923 4.7606 -4.9722 -0.05 -0.57 -0.08
P 1.2131 0.0629 -2.2022 -0.53 -0.26 -0.91
C 1.6402 -1.3926 -3.2253 0.14 -0.07 0.21
C 2.3363 1.3294 -2.9126 0.34 0.07 0.61
P -1.3752 1.3458 -1.5552 -0.12 -0.64 -0.90
C -0.3980 0.6129 -2.9703 0.00 0.02 0.58
C -1.2896 3.1090 -1.9992 0.06 0.29 0.66
C -3.0905 0.9606 -2.0194 -0.20 0.06 0.21
H 0.9924 -2.2363 -2.9459 0.25 0.25 -0.18
H 2.6837 -1.6487 -2.9998 -0.21 -0.11 -0.15
H 1.5367 -1.1583 -4.2892 0.04 -0.07 0.13
H 2.1767 1.3903 -3.9949 -0.12 -0.10 0.37
H 3.3751 1.0168 -2.7184 -0.29 0.25 -0.02
H 2.1612 2.3216 -2.4649 0.11 -0.38 -0.10
H -3.2708 1.2873 -3.0449 -0.13 -0.06 0.04
H -3.7373 1.5223 -1.3329 -0.06 -0.18 -0.21
H -3.2875 -0.1137 -1.9031 0.03 0.45 -0.13
H -0.9350 -0.2296 -3.4284 0.11 0.04 0.28
H -0.2426 1.3721 -3.7453 0.06 -0.13 0.01
H -2.0235 3.6345 -1.3711 0.30 0.08 -0.21
H -1.5496 3.2266 -3.0555 0.05 -0.01 0.23
H -0.2841 3.5135 -1.8147 -0.33 -0.04 -0.06
C -2.4560 -4.2775 -0.3382 0.46 0.04 -0.33
S -1.7636 -2.8548 -1.1682 -0.84 -0.83 -0.95
O -0.2907 -2.8217 -0.8314 -0.68 0.53 0.16
O -2.0408 -2.9441 -2.5873 0.27 0.38 1.53
O -2.3575 -1.6548 -0.4586 0.69 -0.44 -0.32
H -2.3982 -5.0918 -1.0649 0.09 0.01 0.28
H -3.4915 -4.1003 -0.0667 -0.04 0.23 -0.12
H -1.8559 -4.4677 0.5537 -0.09 -0.08 -0.15
```
Positions in Å, forces in eV/Å.

Mulliken atomic charge list, values in e, 4 entries: 0.29 0.55 0.56 0.33

# 3
This record from the Open Molecules 2025 dataset describes a structure of composition C24H44P2Pd at a distorted geometry. The level of theory is ωB97M-V/def2-TZVPD.

## Properties
- energy above the lowest of the compared OMol25 structures with the same formula, charge and spin (kJ/mol) = 0.0
- ⟨S²⟩ = 6.019
- electronic energy (eV) = -47638.01484
- multiplicity = 5
- charge = +2
- HOMO level (spin up / spin down) (eV) = -13.21 / -14.46

```
71
Properties=species:S:1:pos:R:3:forces:R:3
Pd -1.3554 1.2684 -1.8616 0.83 -0.20 0.30
C -1.7198 3.1085 0.6775 0.26 0.29 0.46
C -0.5473 3.1469 -0.1135 -0.57 -0.13 -0.69
C -2.4358 3.2194 -1.5176 0.92 1.01 0.19
C -2.8540 3.1628 -0.1572 -0.32 0.03 -0.25
C -0.9761 3.2844 -1.5019 -0.90 0.67 0.76
C -1.7993 3.2241 2.1579 -0.03 -0.34 0.40
H -1.0211 2.6288 2.6434 -0.11 0.31 -0.11
H -2.7711 2.8598 2.5248 0.43 0.16 -0.07
H -1.6913 4.2663 2.5052 -0.01 -0.27 -0.27
C -4.2492 3.2484 0.3173 -0.27 -0.35 0.14
H -4.3385 2.8493 1.3302 -0.11 0.05 -0.19
H -4.9160 2.6800 -0.3367 -0.03 0.13 0.07
H -4.6111 4.2836 0.3496 0.09 -0.07 -0.10
C -3.2986 3.6045 -2.6646 -0.39 0.00 0.01
H -3.0525 4.6384 -2.9489 -0.13 -0.23 -0.10
H -4.3589 3.5657 -2.3815 0.31 0.07 -0.13
H -3.1739 2.9581 -3.5406 0.12 0.16 0.07
C -0.1831 3.7218 -2.6618 0.59 -0.14 -0.22
H -0.3999 4.7481 -2.9801 -0.03 -0.13 0.08
H -0.4448 3.0531 -3.4833 0.13 0.18 -0.51
H 0.8867 3.6216 -2.4742 -0.04 0.11 -0.09
C 0.8555 3.1932 0.3467 0.47 0.17 0.32
H 1.3679 4.0189 -0.1655 0.05 -0.20 0.16
H 1.4156 2.2680 0.1230 -0.22 0.28 -0.01
H 0.9242 3.3671 1.4316 -0.05 -0.02 -0.42
C -1.3985 -0.8087 2.7976 -0.27 1.55 -0.42
C -0.7858 0.2615 3.3361 -0.54 -0.55 0.06
C 0.6727 0.6286 3.2602 0.28 -0.03 -0.10
C 1.7105 -0.4861 2.9225 0.38 0.63 0.78
C 2.0253 -0.6292 1.4796 0.32 -0.58 -0.43
C 1.1845 -0.7525 0.4172 -0.15 0.75 -0.64
C -0.3140 -0.7945 0.4498 -0.17 -0.07 0.36
C -0.8212 -1.6197 1.6739 -0.32 -0.18 -0.21
H 0.9851 1.0862 4.2230 -0.30 -0.31 -0.51
H 1.4862 -1.4505 3.4101 -0.14 0.29 -0.14
H 0.7922 1.4266 2.5030 0.08 -0.19 0.32
H 0.0128 -2.2126 2.0626 -0.17 -0.14 -0.20
H -2.4761 -0.9257 2.9404 0.34 0.08 0.19
H -1.4049 1.0090 3.8497 0.26 -0.69 0.28
H -1.5797 -2.3133 1.2860 0.20 0.05 0.37
H -0.6969 0.2530 0.4528 0.16 -0.48 0.37
H 1.6097 -0.5446 -0.5764 0.00 -0.46 0.46
H -0.7365 -1.2068 -0.4893 0.58 -0.02 0.39
H 2.6656 -0.1614 3.3783 -0.47 -0.22 -0.05
H 3.0959 -0.6700 1.2572 -0.29 0.26 -0.12
P 1.6544 -3.4320 0.6441 2.70 -2.26 -0.66
C 1.2310 -5.0892 1.3501 -1.04 0.41 0.55
C 3.4653 -3.4957 1.1361 -0.46 0.94 0.44
P 1.7210 -2.4307 -2.2834 1.70 -1.63 -0.77
C 1.8331 -3.8800 -1.1319 -1.36 0.42 0.63
C 3.5137 -1.9346 -2.0980 -0.35 0.49 -0.16
C 2.0005 -3.5834 -3.7285 -0.48 0.29 -0.34
H 0.3955 -5.5198 0.7786 0.18 0.12 0.39
H 0.9458 -4.9441 2.4047 0.00 -0.36 -0.34
H 2.1037 -5.7549 1.2987 -0.24 0.35 -0.11
H 3.8202 -4.5396 1.1085 -0.27 0.49 -0.08
H 3.5174 -3.1242 2.1781 0.33 -0.20 -0.48
H 4.0833 -2.8703 0.4696 -0.29 -0.20 0.45
H 2.5555 -4.5001 -3.4590 -0.13 0.58 -0.08
H 2.5395 -3.0418 -4.5170 -0.23 -0.24 0.08
H 1.0120 -3.8823 -4.1061 0.34 0.01 -0.08
H 0.9645 -4.5139 -1.3712 0.26 0.05 0.08
H 2.7621 -4.4703 -1.2421 -0.38 0.37 0.04
H 3.8250 -1.6116 -3.1001 0.17 0.06 0.36
H 4.1883 -2.7270 -1.7376 -0.36 0.20 -0.30
H 3.5698 -1.0780 -1.4202 0.30 -0.01 -0.08
C -3.0561 0.2253 -1.8214 -1.25 -0.85 -0.08
H -3.0050 -0.5424 -1.0416 -0.17 0.17 -0.17
H -2.9713 -0.2057 -2.8319 -0.19 -0.04 0.19
H -3.9487 0.8677 -1.7308 0.46 -0.40 -0.01
```
Positions in Å, forces in eV/Å.

Mulliken atomic charge list, values in e, 4 entries: 0.22 0.96 0.68 1.13